1.
{"formula": "C30H52ClNO24PS3", "method": "ωB97M-V with the def2-TZVPD basis set", "species": ["C", "C", "O", "P", "O", "C", "C", "S", "O", "O", "N", "S", "O", "O", "C", "C", "C", "C", "S", "O", "O", "Cl", "O", "C", "C", "H", "H", "H", "H", "H", "H", "H", "H", "H", "H", "H", "H", "H", "H", "H", "H", "H", "H", "H", "H", "H", "H", "C", "C", "C", "O", "C", "O", "O", "H", "H", "H", "H", "H", "H", "C", "C", "C", "O", "C", "O", "O", "H", "H", "H", "H", "H", "H", "C", "C", "C", "O", "C", "O", "O", "H", "H", "H", "H", "H", "H", "C", "C", "C", "O", "C", "O", "O", "H", "H", "H", "H", "H", "H", "C", "C", "C", "O", "C", "O", "O", "H", "H", "H", "H", "H", "H"], "positions_angstrom": [[3.7158, 1.7362, 2.7401], [4.6179, 2.4515, 1.7624], [4.0313, 2.5408, 0.4401], [3.4072, 3.9529, 0.0282], [3.1983, 4.8741, 1.1468], [1.8694, 3.5492, -0.8649], [1.2212, 2.2144, -0.4728], [0.2005, 2.2428, 1.0002], [0.5879, 1.0627, 1.7604], [0.4190, 3.4931, 1.6753], [-1.2807, 2.1078, 0.3900], [-2.4570, 2.4137, 1.4321], [-2.8827, 3.8010, 1.3887], [-2.2499, 1.9362, 2.7834], [-3.8321, 1.4872, 0.7628], [-4.6385, 2.3501, -0.2327], [-5.7380, 3.1417, 0.5067], [-5.6873, 4.6139, 0.1327], [-6.9969, 5.5655, 0.8919], [-7.7366, 4.7418, 1.7987], [-6.4637, 6.7648, 1.4573], [-8.2397, 6.0600, -0.6732], [4.3041, 4.6282, -1.1372], [5.7292, 4.5003, -1.0424], [6.3554, 5.0761, 0.2359], [4.3395, 1.5453, 3.6188], [2.8806, 2.3456, 3.0740], [3.4201, 0.7667, 2.3551], [4.9484, 3.4028, 2.1658], [5.5165, 1.8395, 1.6447], [1.1917, 4.3820, -0.6989], [2.1408, 3.4709, -1.9182], [0.5506, 1.9422, -1.2882], [1.9420, 1.4076, -0.3900], [-4.4752, 1.2679, 1.6106], [-3.4929, 0.5549, 0.3187], [-3.9573, 3.0596, -0.6984], [-5.0591, 1.6963, -0.9936], [-5.6186, 3.0362, 1.5812], [-6.7335, 2.7752, 0.2530], [-4.7352, 5.0500, 0.4349], [-5.7766, 4.7327, -0.9472], [6.1212, 5.0668, -1.8856], [6.0499, 3.4715, -1.2103], [6.7446, 4.2711, 0.8548], [5.6623, 5.6974, 0.7943], [7.2097, 5.6923, -0.0433], [4.8934, -2.5321, -1.6274], [4.9644, -2.5198, -0.1227], [4.2118, -1.3926, 0.5443], [4.9471, -1.2335, 1.7709], [6.2128, -1.6372, 1.5423], [7.1289, -1.4678, 2.2840], [6.3083, -2.2638, 0.3436], [5.4371, -3.3873, -2.0299], [3.8573, -2.5949, -1.9589], [5.3492, -1.6317, -2.0417], [4.6538, -3.4894, 0.2761], [3.1722, -1.6326, 0.7501], [4.2617, -0.4536, -0.0136], [-9.4653, -1.3441, -2.1070], [-8.5236, -0.3136, -1.5409], [-9.1545, 0.6653, -0.5798], [-8.2834, 1.8005, -0.7266], [-7.7638, 1.7589, -1.9782], [-7.1567, 2.6473, -2.4851], [-8.0301, 0.5718, -2.5675], [-8.9329, -2.0305, -2.7646], [-9.9237, -1.9236, -1.3067], [-10.2465, -0.8664, -2.7013], [-7.6590, -0.7992, -1.0851], [-9.1531, 0.3206, 0.4507], [-10.1701, 0.9512, -0.8640], [-3.9487, -2.8232, -4.9573], [-5.0715, -2.4146, -4.0396], [-4.6431, -1.6110, -2.8359], [-5.6765, -1.9300, -1.8874], [-6.1575, -3.1537, -2.2056], [-6.9025, -3.7812, -1.5231], [-5.6860, -3.5573, -3.4090], [-4.3357, -3.3741, -5.8144], [-3.4153, -1.9454, -5.3213], [-3.2489, -3.4786, -4.4382], [-5.8510, -1.8910, -4.6011], [-4.6134, -0.5404, -3.0258], [-3.6866, -1.9335, -2.4247], [10.4990, -4.9470, 0.1964], [8.9963, -4.8501, 0.1406], [8.2682, -5.6616, 1.1851], [7.0123, -5.9148, 0.5386], [7.2314, -5.8959, -0.7993], [6.4422, -6.2448, -1.6164], [8.4708, -5.4224, -1.0741], [10.9509, -4.3146, -0.5671], [10.8660, -4.6281, 1.1717], [10.8280, -5.9692, 0.0040], [8.6811, -3.8042, 0.1749], [8.1184, -5.1232, 2.1174], [8.7539, -6.6189, 1.3914], [1.2213, -1.3252, 2.8835], [-0.2360, -1.6582, 2.7740], [-0.7744, -2.5525, 3.8644], [-1.8677, -3.2129, 3.2023], [-1.5724, -3.2478, 1.8833], [-2.1777, -3.8882, 1.0773], [-0.5093, -2.4741, 1.6024], [1.5188, -0.6692, 2.0840], [1.4353, -0.8317, 3.8311], [1.8283, -2.2372, 2.8087], [-0.8229, -0.7409, 2.6910], [-1.1264, -2.0010, 4.7321], [-0.0575, -3.3147, 4.1825]], "charge": -1, "max_force_ha_per_bohr": 0.036, "e_tot_ha": -5031.199337, "e_homo_ev": -6.07, "orbital_gap_ev": 7.9}

***

2.
{"formula": "C30H53Cl6N3O18", "method": "ωB97M-V with the def2-TZVPD basis set", "species": ["C", "C", "O", "C", "O", "O", "H", "H", "H", "H", "C", "C", "O", "C", "O", "O", "H", "H", "H", "H", "C", "C", "O", "C", "O", "O", "H", "H", "H", "H", "C", "C", "O", "C", "O", "O", "H", "H", "H", "H", "C", "C", "O", "C", "O", "O", "H", "H", "H", "H", "C", "C", "O", "N", "C", "H", "H", "H", "H", "H", "H", "H", "C", "C", "O", "N", "C", "H", "H", "H", "H", "H", "H", "H", "C", "C", "O", "N", "C", "H", "H", "H", "H", "H", "H", "H", "Cl", "C", "C", "Cl", "H", "H", "H", "H", "Cl", "C", "C", "Cl", "H", "H", "H", "H", "Cl", "C", "C", "Cl", "H", "H", "H", "H"], "positions_angstrom": [[-4.7677, -1.2258, -0.4090], [-4.1204, 0.1184, -0.3053], [-3.8999, 0.3619, 1.0412], [-4.9196, -0.2824, 1.6683], [-5.2207, -0.2543, 2.8953], [-5.4264, -1.1531, 0.8278], [-4.1974, -2.1525, -0.3449], [-5.5075, -1.4033, -1.1896], [-4.6203, 0.9636, -0.7786], [-3.1423, -0.0103, -0.7687], [-3.4059, 5.1856, 1.5321], [-3.1495, 3.7408, 1.3344], [-2.1387, 3.5167, 2.3419], [-2.1989, 4.4779, 3.2607], [-1.5928, 4.5119, 4.3145], [-3.1291, 5.4035, 2.9046], [-4.4021, 5.5312, 1.2560], [-2.7496, 5.7878, 0.9040], [-2.7697, 3.6118, 0.3209], [-4.0525, 3.1307, 1.3560], [-0.9148, -5.3634, -0.6432], [0.3538, -4.9750, 0.1315], [0.6987, -6.1162, 0.7801], [-0.2163, -7.1040, 0.5433], [-0.1470, -8.1954, 1.0375], [-1.1889, -6.6775, -0.2092], [-0.6144, -5.3478, -1.6909], [-1.7465, -4.6663, -0.5407], [0.1068, -4.1349, 0.7806], [1.1559, -4.7824, -0.5810], [1.8347, 3.8174, 3.2302], [2.6214, 2.9098, 4.1770], [3.5192, 3.7816, 4.7471], [3.7013, 4.8307, 3.9828], [4.6271, 5.6348, 4.0098], [2.7366, 4.8535, 3.0309], [0.9098, 4.1941, 3.6669], [1.6398, 3.3291, 2.2754], [3.1591, 2.1307, 3.6366], [2.0809, 2.4498, 5.0042], [4.7579, -1.1223, -2.3662], [4.6939, -0.4443, -3.7143], [3.9437, 0.6668, -3.4874], [3.3794, 0.5751, -2.2866], [2.6622, 1.4759, -1.8788], [3.6462, -0.5898, -1.6488], [5.7407, -0.8842, -1.9595], [4.6117, -2.2012, -2.3142], [4.2605, -1.1002, -4.4693], [5.6539, -0.0852, -4.0851], [-0.4506, 4.1313, -2.8462], [-0.4190, 2.6615, -3.2849], [-1.1682, 1.8802, -2.7216], [0.4609, 2.2891, -4.2601], [0.7053, 0.9118, -4.6703], [0.5435, 4.5303, -3.0479], [-0.6076, 4.1781, -1.7685], [-1.2750, 4.5753, -3.4041], [0.9253, 2.9917, -4.8176], [-0.0075, 0.2533, -4.1739], [1.6661, 0.4932, -4.3707], [0.5426, 0.8748, -5.7474], [0.7833, -2.2834, -2.3372], [1.2404, -2.7127, -3.7219], [2.2931, -2.3426, -4.2312], [0.3612, -3.5200, -4.3544], [0.5514, -4.2580, -5.5996], [-0.2472, -2.5407, -2.0926], [0.8702, -1.2054, -2.2018], [1.4260, -2.8023, -1.6259], [-0.5589, -3.4976, -3.9384], [1.4718, -3.9606, -6.1021], [-0.2944, -4.1097, -6.2711], [0.5798, -5.3270, -5.3887], [-2.3493, -2.9252, 3.1333], [-2.4583, -4.2886, 3.7897], [-2.1480, -4.3606, 4.9764], [-2.9365, -5.2721, 3.1094], [-2.9386, -6.6235, 3.5180], [-2.9682, -2.2320, 3.7029], [-2.7541, -2.9700, 2.1222], [-1.2860, -2.7266, 2.9989], [-3.2804, -5.0802, 2.1793], [-3.1585, -7.3098, 2.7003], [-3.7527, -6.7647, 4.2289], [-1.9848, -6.9704, 3.9156], [-0.5025, 7.7465, -0.7118], [0.9772, 7.7402, 0.2972], [1.4607, 6.3157, 0.3041], [0.2412, 5.1806, 0.8773], [0.7455, 8.0948, 1.3015], [1.7189, 8.4402, -0.0874], [2.3165, 6.3718, 0.9769], [1.7945, 5.9265, -0.6578], [-0.0701, 1.0007, 2.5727], [-0.5044, 1.3408, 0.8825], [-0.0909, 0.1931, -0.0498], [-0.7681, -1.3803, 0.3727], [0.1146, 2.2122, 0.6692], [-1.5509, 1.6111, 0.7413], [0.9968, 0.2631, -0.0411], [-0.3958, 0.4436, -1.0659], [3.5281, 0.5252, 1.4263], [3.2497, -1.2174, 1.1958], [2.6673, -1.7506, 2.5112], [2.5362, -3.4903, 2.3998], [4.2302, -1.6689, 1.0441], [2.6258, -1.4070, 0.3224], [1.6867, -1.2994, 2.6627], [3.3593, -1.5980, 3.3394]], "charge": 0, "max_force_ha_per_bohr": 0.108, "e_tot_ha": -5454.702281, "e_homo_ev": -9.17, "orbital_gap_ev": 8.8}

***

3.
{"formula": "C30H53ClF7N2O4S", "method": "ωB97M-V with the def2-TZVPD basis set", "species": ["C", "C", "C", "C", "C", "C", "C", "F", "N", "C", "N", "C", "C", "C", "C", "C", "C", "C", "C", "C", "C", "C", "Cl", "C", "C", "C", "S", "H", "H", "H", "H", "H", "H", "H", "H", "H", "H", "H", "H", "H", "H", "H", "H", "H", "H", "H", "H", "H", "H", "H", "H", "H", "H", "H", "H", "H", "H", "H", "H", "H", "H", "H", "H", "H", "H", "H", "H", "H", "H", "H", "C", "C", "O", "C", "O", "C", "F", "F", "F", "H", "H", "H", "H", "H", "C", "C", "O", "C", "O", "C", "F", "F", "F", "H", "H", "H", "H", "H"], "positions_angstrom": [[4.9021, 0.3844, 0.7016], [3.8007, 1.4344, 0.4375], [3.8482, 2.0512, -0.9588], [3.5695, 1.0590, -2.0833], [2.1777, 0.3685, -1.9066], [2.3778, -0.9971, -1.2679], [1.1126, -1.8623, -1.2209], [1.4759, -2.8914, -0.3639], [0.0144, -1.1385, -0.5330], [-1.3056, -0.8548, -1.2367], [-1.7403, 0.5030, -0.8937], [-2.4753, 0.6931, 0.1414], [-1.8901, 0.5670, 1.5541], [-3.9020, 1.0890, 0.0804], [-1.1475, -0.9565, -2.7560], [-2.2721, -0.2865, -3.5722], [-3.7229, -0.5205, -3.1167], [-2.0643, -0.3494, -5.0939], [-2.4803, -1.6121, -5.8609], [-3.9590, -1.6322, -6.3165], [-0.6820, -2.4000, -3.1110], [-1.5100, -3.5994, -2.6535], [-1.2458, -4.0697, -0.9055], [-3.0275, -3.5911, -2.8572], [-3.5306, -5.0357, -2.9764], [0.8186, -2.4747, -2.6147], [1.5737, -4.1090, -2.8709], [4.4986, -0.6048, 0.9047], [5.6292, 0.2912, -0.1020], [5.4395, 0.6519, 1.6063], [3.9665, 2.2424, 1.1445], [2.8258, 1.0045, 0.6775], [4.8361, 2.4947, -1.0770], [3.1420, 2.8801, -1.0405], [4.3338, 0.2820, -2.0225], [3.6830, 1.4801, -3.0768], [1.6108, 1.0634, -1.2827], [1.7704, 0.2984, -2.9102], [2.7745, -0.9599, -0.2585], [3.0672, -1.5575, -1.8917], [-0.1974, -1.6478, 0.3309], [0.3739, -0.2321, -0.2223], [-2.0881, -1.5133, -0.8892], [-2.4980, 1.1426, 2.2419], [-1.9320, -0.4933, 1.8272], [-0.8784, 0.9501, 1.4865], [-4.4756, 0.1599, 0.1788], [-4.1597, 1.4958, -0.8893], [-4.2063, 1.7348, 0.8980], [-0.2770, -0.3309, -2.9781], [-2.1278, 0.7669, -3.3450], [-4.2877, -1.1844, -3.7607], [-3.8046, -0.9063, -2.1062], [-4.2533, 0.4280, -3.1172], [-1.0043, -0.1443, -5.2682], [-2.5888, 0.4881, -5.5484], [-1.9134, -1.5957, -6.7930], [-2.2195, -2.5559, -5.3938], [-4.0746, -2.0743, -7.2980], [-4.5291, -2.2238, -5.6001], [-4.3832, -0.6334, -6.2646], [-0.5652, -2.4527, -4.1882], [-1.1418, -4.4625, -3.1966], [-3.3586, -3.0467, -3.7317], [-3.4745, -3.1250, -1.9828], [-3.3379, -5.3811, -3.9884], [-4.6019, -5.0851, -2.8080], [-3.0483, -5.6817, -2.2504], [1.3462, -1.8591, -3.3352], [1.1759, -4.8189, -1.8020], [0.8014, -0.9435, 4.1758], [0.1003, 0.2745, 4.7451], [-0.1353, 0.1209, 6.1509], [0.9166, 0.3435, 6.9399], [2.0136, 0.6489, 6.5746], [0.5068, 0.1881, 8.4124], [-0.2068, -0.9344, 8.6014], [-0.2497, 1.2311, 8.7948], [1.5793, 0.1374, 9.2015], [0.2346, -1.8497, 4.3951], [0.9071, -0.8482, 3.0922], [1.7941, -1.0685, 4.6049], [-0.8802, 0.3847, 4.2855], [0.6629, 1.1887, 4.5535], [3.7215, 4.8093, 5.2381], [2.7088, 5.7942, 4.6944], [2.0132, 5.2518, 3.5491], [1.0421, 4.3920, 3.8109], [0.6868, 4.0198, 4.8915], [0.3798, 3.9446, 2.4999], [1.2877, 3.5972, 1.5693], [-0.3778, 4.9237, 1.9846], [-0.4164, 2.8785, 2.6957], [4.4162, 4.5032, 4.4547], [4.2886, 5.2625, 6.0501], [3.2390, 3.9097, 5.6187], [3.2112, 6.6900, 4.3375], [1.9916, 6.0970, 5.4560]], "charge": 1, "max_force_ha_per_bohr": 0.060, "e_tot_ha": -3142.558437, "e_homo_ev": -11.87, "orbital_gap_ev": 8.9}

***

4.
{"formula": "C30H54As2GeIrN2O2S", "method": "ωB97M-V with the def2-TZVPD basis set", "species": ["Ir", "C", "As", "C", "C", "C", "C", "C", "C", "C", "As", "C", "C", "H", "H", "H", "H", "H", "H", "H", "H", "H", "H", "H", "H", "H", "H", "H", "H", "C", "C", "N", "C", "C", "N", "C", "C", "H", "H", "H", "H", "H", "H", "H", "H", "H", "H", "H", "H", "C", "Ge", "C", "C", "C", "H", "H", "H", "H", "H", "H", "H", "H", "H", "H", "H", "C", "C", "C", "O", "H", "H", "H", "H", "H", "H", "H", "C", "S", "O", "C", "C", "C", "C", "C", "C", "H", "H", "H", "H", "H", "H", "H", "H"], "positions_angstrom": [[-0.2934, -0.1190, 0.0409], [-0.7759, -0.4868, 3.7330], [0.5678, -0.0666, 2.4084], [1.3859, 1.5371, 3.1503], [1.9636, -1.3876, 2.6976], [1.9498, -2.1753, 3.8439], [2.9460, -3.1203, 4.0546], [3.9636, -3.2735, 3.1243], [3.9816, -2.4847, 1.9817], [2.9869, -1.5390, 1.7553], [2.9542, -0.4254, 0.1610], [3.9248, -1.5343, -1.1201], [4.3996, 0.8249, 0.6071], [-1.1660, -1.4836, 3.5433], [-1.5846, 0.2352, 3.6357], [-0.3601, -0.4325, 4.7373], [0.6185, 2.1718, 3.5937], [1.9083, 2.0820, 2.3655], [2.1006, 1.2571, 3.9219], [1.1659, -2.0712, 4.5830], [2.9266, -3.7316, 4.9471], [4.7461, -4.0024, 3.2904], [4.7814, -2.6126, 1.2621], [4.9914, -1.5380, -0.9013], [3.7677, -1.1314, -2.1191], [3.5378, -2.5512, -1.0901], [5.3006, 0.2810, 0.8884], [4.1045, 1.4656, 1.4372], [4.6133, 1.4409, -0.2662], [-0.9753, 3.5956, -1.6435], [-0.9465, 5.2294, -1.7075], [-0.1637, 5.6532, -0.5920], [1.1834, 5.1877, -0.6533], [1.1053, 3.5577, -0.5240], [-0.2785, 3.2214, -0.4555], [-0.9065, 3.7253, 0.7215], [-0.7856, 5.3563, 0.6566], [-0.4732, 3.1947, -2.5202], [-2.0088, 3.2590, -1.6128], [-1.9608, 5.6117, -1.6303], [-0.4916, 5.5390, -2.6447], [1.7665, 5.5827, 0.1744], [1.6409, 5.4501, -1.6036], [1.6254, 3.2421, 0.3774], [1.5655, 3.1069, -1.4001], [-0.3969, 3.3697, 1.6141], [-1.9552, 3.4408, 0.7476], [-0.1702, 5.7041, 1.4820], [-1.7810, 5.7891, 0.7119], [1.0609, -3.0118, -2.6939], [-0.1677, -1.5538, -3.1241], [0.1412, -1.0180, -4.9725], [-2.0417, -2.0703, -2.8988], [0.1548, 0.0510, -2.0062], [0.6585, -3.9535, -3.0715], [1.2439, -3.1162, -1.6251], [2.0168, -2.8405, -3.1910], [0.0368, -1.8750, -5.6391], [1.1486, -0.6177, -5.0947], [-0.5722, -0.2564, -5.2893], [-2.2300, -3.0475, -3.3458], [-2.6833, -1.3484, -3.4075], [-2.3315, -2.1150, -1.8491], [-0.5355, 0.8168, -2.3916], [1.1633, 0.4046, -2.2397], [-4.1205, 1.2321, 0.4343], [-3.5491, -0.1122, 0.0174], [-4.3304, -1.2750, 0.5967], [-2.1981, -0.1954, 0.4582], [-5.1680, 1.3127, 0.1438], [-3.5742, 2.0431, -0.0533], [-4.0527, 1.3516, 1.5175], [-3.5521, -0.1830, -1.0762], [-4.3430, -1.2201, 1.6875], [-3.8877, -2.2231, 0.2865], [-5.3606, -1.2574, 0.2401], [-1.6828, -3.8231, 1.9131], [-0.9780, -3.5108, 0.2991], [-0.0343, -2.3255, 0.5296], [0.0991, -4.9163, 0.2067], [-0.3243, -6.0150, -0.5246], [0.5058, -7.1257, -0.5957], [1.7384, -7.1113, 0.0425], [2.1505, -5.9933, 0.7603], [1.3280, -4.8827, 0.8506], [-0.8706, -3.8751, 2.6384], [-2.2180, -4.7715, 1.8709], [-2.3750, -3.0112, 2.1325], [-1.2786, -6.0049, -1.0386], [0.1943, -7.9947, -1.1588], [2.3856, -7.9756, -0.0238], [3.1144, -5.9891, 1.2519], [1.6350, -3.9982, 1.3973]], "charge": 2, "max_force_ha_per_bohr": 0.015, "e_tot_ha": -8485.772732, "e_homo_ev": [-11.89, -13.49], "orbital_gap_ev": [7.6, 5.4], "spin_multiplicity": 6}